## P
{
  "formula": "C7H14N2",
  "method": "ωB97M-V with the def2-TZVPD basis set",
  "total_charge": 0,
  "homo_ev": -7.488,
  "homo_lumo_gap_ev": 8.23,
  "smiles": "CC(C)=C(C)N.CC#N",
  "species": ["C", "C", "C", "C", "C", "N", "H", "H", "H", "H", "H", "H", "H", "H", "H", "H", "H", "C", "C", "N", "H", "H", "H"],
  "positions_angstrom": [[0.5226, 1.7003, -0.5064], [0.3824, 0.1865, -0.4358], [1.7259, -0.5230, -0.4167], [-0.6557, -0.4091, -1.1650], [-1.9649, 0.2076, -1.1752], [-0.5896, -1.7346, -1.5450], [1.2629, 2.0475, 0.2154], [-0.4110, 2.2078, -0.2748], [0.8487, 2.0263, -1.4983], [1.6560, -1.5405, -0.0245], [2.4388, 0.0177, 0.2034], [2.1547, -0.5869, -1.4205], [-2.1832, 0.2356, 0.0348], [-1.9683, 1.2574, -1.4476], [-2.7178, -0.3447, -1.7330], [0.1715, -2.2970, -1.2018], [-1.4598, -2.2318, -1.6200], [0.5613, -0.0864, 2.5297], [-0.5748, 0.0511, 1.5959], [-1.7562, 0.1708, 1.5887], [1.0331, -1.0627, 2.4151], [1.3119, 0.6793, 2.3262], [0.2114, 0.0288, 3.5557]],
  "nbo_charge": [-0.626, -0.152, -0.641, 0.274, -0.703, -0.796, 0.202, 0.221, 0.207, 0.195, 0.214, 0.213, 0.311, 0.231, 0.212, 0.383, 0.384, -0.699, 0.312, -0.456, 0.236, 0.233, 0.244]
}


## Q
{
  "formula": "C7H14N2",
  "method": "ωB97M-V with the def2-TZVPD basis set",
  "total_charge": 0,
  "homo_ev": -7.237,
  "homo_lumo_gap_ev": 8.03,
  "species": ["C", "C", "C", "C", "N", "C", "C", "C", "N", "H", "H", "H", "H", "H", "H", "H", "H", "H", "H", "H", "H", "H", "H"],
  "positions_angstrom": [[0.7715, -1.4069, 0.4407], [0.2871, 1.3409, 0.7656], [2.2241, -1.2460, 0.8048], [-0.1322, -1.8258, 1.5715], [0.2984, 0.3113, -0.2514], [-0.6495, 0.0079, -1.0691], [-0.9248, 1.7882, -1.8312], [-2.0947, 2.3914, -1.7635], [-0.9463, -0.8678, -1.8969], [0.6575, -2.0531, -0.4287], [-1.8752, -1.2744, -1.9504], [-0.0929, 2.1242, -2.4411], [0.9015, 2.1805, 0.4366], [0.7335, 0.9774, 1.6903], [-0.7284, 1.6814, 0.9706], [2.3568, -0.5575, 1.6399], [0.1714, -2.8017, 1.9683], [2.8048, -0.8971, -0.0481], [2.6483, -2.2145, 1.0936], [-1.1670, -1.9108, 1.2422], [-0.0811, -1.1195, 2.4022], [-2.8727, 2.0232, -1.1034], [-2.2902, 3.3486, -2.2423]],
  "nbo_charge": [0.029, -0.413, -0.652, -0.661, -0.434, 0.603, -0.298, -0.468, -0.836, 0.229, 0.400, 0.186, 0.213, 0.202, 0.216, 0.203, 0.230, 0.229, 0.221, 0.226, 0.208, 0.182, 0.185]
}


The least stable of them is Q.


## P
{
  "formula": "C7H14N2",
  "method": "ωB97M-V with the def2-TZVPD basis set",
  "total_charge": 0,
  "homo_ev": -8.604,
  "homo_lumo_gap_ev": 9.45,
  "smiles": "Cc1c[nH]cn1.CCC",
  "species": ["C", "C", "C", "N", "C", "N", "H", "H", "H", "H", "H", "H", "C", "C", "C", "H", "H", "H", "H", "H", "H", "H", "H"],
  "positions_angstrom": [[-0.9588, 1.7950, 1.8856], [-0.8956, 1.8877, 0.4108], [-1.8935, 1.6991, -0.5231], [-1.2572, 1.9511, -1.7267], [0.0135, 2.2888, -1.4884], [0.2614, 2.3163, -0.1811], [-0.6288, 0.8410, 2.3054], [-1.9241, 2.1090, 2.2901], [-0.2730, 2.5005, 2.3584], [-2.9056, 1.3490, -0.5958], [-1.6610, 1.8742, -2.6286], [0.8333, 2.3753, -2.1812], [1.6493, -3.2733, 1.6488], [1.1086, -2.8184, 0.2641], [1.4167, -3.9104, -0.7558], [1.3360, -4.3033, 1.7369], [1.1627, -2.7499, 2.4738], [2.7078, -3.1279, 1.7917], [0.0294, -2.7350, 0.4178], [1.4292, -1.8425, -0.0940], [1.3241, -3.5204, -1.7838], [2.4285, -4.3009, -0.6866], [0.6691, -4.7009, -0.8037]],
  "nbo_charge": [-0.643, 0.097, -0.138, -0.506, 0.153, -0.462, 0.221, 0.216, 0.231, 0.218, 0.410, 0.203, -0.603, -0.400, -0.616, 0.201, 0.203, 0.204, 0.194, 0.204, 0.203, 0.205, 0.206]
}


## Q
{
  "formula": "C7H14N2",
  "method": "ωB97M-V with the def2-TZVPD basis set",
  "total_charge": 0,
  "homo_ev": -8.578,
  "homo_lumo_gap_ev": 9.30,
  "smiles": "CC=C(C)C.CNC#N",
  "species": ["C", "C", "C", "C", "C", "H", "H", "H", "H", "H", "H", "H", "H", "H", "H", "C", "N", "C", "N", "H", "H", "H", "H"],
  "positions_angstrom": [[-1.8613, 1.0241, 0.8710], [-0.9586, -0.1523, 0.6911], [-0.6552, -0.7573, -0.4997], [-0.0561, -2.1458, -0.4768], [-1.3728, -0.4004, -1.7793], [-1.6436, 1.5206, 1.8213], [-1.7352, 1.7634, 0.0762], [-2.9072, 0.7025, 0.8899], [-0.6033, -0.6118, 1.6112], [0.7348, -2.2147, 0.2775], [0.3925, -2.3877, -1.4450], [-0.8120, -2.9030, -0.2487], [-0.8241, -0.7893, -2.6423], [-2.3840, -0.8175, -1.7968], [-1.4495, 0.6832, -1.9039], [2.3203, 0.8448, 1.4672], [1.6162, 1.3132, 0.2674], [1.6636, 0.6675, -0.9367], [2.0797, 0.3978, -1.9910], [1.5969, 0.6427, 2.2615], [3.0220, 1.6085, 1.8117], [2.8692, -0.0813, 1.2788], [0.9677, 2.0929, 0.3954]],
  "nbo_charge": [-0.657, -0.197, 0.021, -0.644, -0.659, 0.209, 0.210, 0.223, 0.188, 0.211, 0.219, 0.216, 0.225, 0.217, 0.214, -0.395, -0.671, 0.427, -0.382, 0.193, 0.201, 0.220, 0.412]
}


## R
{
  "formula": "C7H14N2",
  "method": "ωB97M-V with the def2-TZVPD basis set",
  "total_charge": 0,
  "homo_ev": -8.643,
  "homo_lumo_gap_ev": 9.48,
  "smiles": "Cc1c[nH]cn1.CCC",
  "species": ["C", "C", "C", "N", "C", "N", "H", "H", "H", "H", "H", "H", "C", "C", "C", "H", "H", "H", "H", "H", "H", "H", "H"],
  "positions_angstrom": [[-0.6463, 1.8253, -1.8629], [-1.3704, 1.1277, -0.7721], [-1.3839, 1.5158, 0.5458], [-2.1504, 0.5139, 1.1457], [-2.4114, -0.4379, 0.2230], [-1.9150, -0.1108, -0.9491], [-1.1696, 2.7285, -2.1932], [-0.7612, 1.2074, -2.7679], [0.4239, 2.0092, -1.8494], [-0.9209, 2.2280, 1.1978], [-2.5114, 0.5560, 2.0784], [-2.8416, -1.3714, 0.5303], [2.8133, -2.1626, -0.5287], [2.1917, -1.2025, 0.4985], [3.1269, -0.5943, 1.5002], [3.8894, -2.1807, -0.3323], [2.6869, -1.9236, -1.5802], [2.4432, -3.1673, -0.3325], [1.6036, -0.3825, 0.0609], [1.3420, -1.7366, 0.9416], [2.6270, 0.1037, 2.1824], [3.6093, -1.3116, 2.1712], [3.9311, 0.0419, 1.1174]],
  "nbo_charge": [-0.656, 0.096, -0.130, -0.517, 0.168, -0.458, 0.218, 0.232, 0.224, 0.220, 0.411, 0.194, -0.611, -0.416, -0.610, 0.201, 0.214, 0.206, 0.205, 0.200, 0.206, 0.200, 0.205]
}


## S
{
  "formula": "C7H14N2",
  "method": "ωB97M-V with the def2-TZVPD basis set",
  "total_charge": 0,
  "homo_ev": -7.966,
  "homo_lumo_gap_ev": 8.85,
  "smiles": "Cc1c[nH]cn1.CCC",
  "species": ["C", "C", "C", "N", "C", "N", "H", "H", "H", "H", "H", "H", "C", "C", "C", "H", "H", "H", "H", "H", "H", "H", "H"],
  "positions_angstrom": [[0.7135, 0.0523, -3.1737], [1.3798, 0.2196, -1.9244], [2.0904, 1.3945, -1.4179], [2.1037, 1.1871, -0.1237], [1.8227, -0.1934, 0.1755], [1.2958, -0.6841, -0.8895], [0.1916, 0.8633, -3.4105], [0.1067, -0.8286, -3.2477], [1.4816, -0.0477, -3.9811], [2.3879, 2.3257, -1.9206], [2.4610, 1.6928, 0.6725], [1.6921, -0.7713, 1.0497], [-1.5993, 0.6442, 1.0315], [-1.0121, -0.5844, 1.5296], [-2.1355, -1.3964, 2.2243], [-0.7266, 1.3228, 0.9680], [-2.0419, 0.5421, 0.0689], [-2.2471, 1.0296, 1.8895], [-0.2219, -0.4147, 2.1948], [-0.5976, -1.3124, 0.8447], [-3.1716, -1.2964, 1.9732], [-2.0402, -1.2483, 3.3015], [-1.9331, -2.4961, 2.1653]],
  "nbo_charge": [-0.637, 0.093, -0.097, -0.518, 0.105, -0.453, 0.213, 0.235, 0.212, 0.223, 0.413, 0.214, -0.603, -0.409, -0.618, 0.200, 0.216, 0.202, 0.184, 0.218, 0.209, 0.199, 0.199]
}


The least stable of them is S.


## P
{
  "formula": "C7H14N2",
  "method": "ωB97M-V with the def2-TZVPD basis set",
  "total_charge": 0,
  "homo_ev": -8.399,
  "homo_lumo_gap_ev": 9.27,
  "smiles": "Cc1c[nH]cn1.CCC",
  "species": ["C", "C", "C", "N", "C", "N", "H", "H", "H", "H", "H", "H", "C", "C", "C", "H", "H", "H", "H", "H", "H", "H", "H"],
  "positions_angstrom": [[3.5188, -0.0833, 0.7701], [2.2868, 0.5049, 1.1130], [1.7188, 1.7446, 0.7656], [0.3518, 1.6049, 1.0992], [0.1901, 0.4437, 1.7665], [1.3227, -0.2400, 1.7784], [3.2620, -1.3038, 0.8016], [4.1539, 0.0350, 1.6546], [4.2054, 0.1331, 0.0020], [2.1518, 2.6203, 0.2470], [-0.0751, 2.5238, 1.2520], [-0.7673, 0.1540, 2.2055], [-1.8215, -1.6273, -2.1718], [-1.5773, -0.3443, -1.2209], [-2.6408, -0.1554, -0.1762], [-2.7224, -1.4695, -2.7668], [-1.0769, -1.9139, -2.9578], [-1.7575, -2.6014, -1.6550], [-0.5193, -0.5958, -0.7393], [-1.3857, 0.5323, -1.9333], [-2.6915, -0.9027, 0.5082], [-2.4969, 0.8558, 0.2643], [-3.6297, 0.0850, -0.6067]],
  "nbo_charge": [-0.651, 0.087, -0.134, -0.539, 0.175, -0.468, 0.232, 0.225, 0.235, 0.219, 0.414, 0.207, -0.630, -0.400, -0.618, 0.199, 0.212, 0.207, 0.207, 0.205, 0.209, 0.203, 0.206]
}


## Q
{
  "formula": "C7H14N2",
  "method": "ωB97M-V with the def2-TZVPD basis set",
  "total_charge": 0,
  "homo_ev": -8.330,
  "homo_lumo_gap_ev": 9.20,
  "smiles": "Cc1c[nH]cn1.CCC",
  "species": ["C", "C", "C", "N", "C", "N", "H", "H", "H", "H", "H", "H", "C", "C", "C", "H", "H", "H", "H", "H", "H", "H", "H"],
  "positions_angstrom": [[-0.0612, -2.9321, 0.3935], [-1.0860, -1.9344, 0.0610], [-1.0340, -0.6673, -0.6267], [-2.3041, -0.1004, -0.3079], [-3.0306, -0.9521, 0.5934], [-2.3489, -2.0790, 0.7124], [-0.2332, -3.7452, -0.3185], [0.0444, -3.2347, 1.4254], [1.0085, -2.7123, 0.0509], [-0.3255, -0.4780, -1.4689], [-2.5646, 0.8731, -0.5436], [-3.9361, -0.5002, 1.1284], [1.2127, 2.7306, -0.8514], [2.0263, 1.5108, -0.3375], [1.2961, 0.8118, 0.8567], [1.5690, 3.1071, -1.8199], [1.3636, 3.6914, -0.2511], [0.0344, 2.4785, -0.8953], [2.0831, 0.7368, -1.1307], [2.9844, 1.7738, 0.0478], [0.2667, 1.1354, 1.0529], [1.1131, -0.1728, 0.4089], [1.9217, 0.6593, 1.8202]],
  "nbo_charge": [-0.655, 0.097, -0.131, -0.562, 0.168, -0.468, 0.230, 0.239, 0.215, 0.238, 0.412, 0.215, -0.610, -0.412, -0.623, 0.209, 0.210, 0.192, 0.191, 0.210, 0.210, 0.214, 0.210]
}


The least stable of them is Q.